# 1
Below is C37H36CaN4O5S6Si as an isolated structure in a non-equilibrium geometry, with properties calculated with the ωB97M-V functional and the def2-TZVPD basis.

Geometry as XYZ:
```
90
C37H36CaN4O5S6Si the ωB97M-V functional and the def2-TZVPD basis
Ca -0.142 -1.106 1.043
S 0.129 5.786 4.369
C -0.215 4.282 3.701
S -0.998 4.051 2.203
C -1.063 2.301 2.160
C -0.516 1.689 3.245
S -0.476 -0.021 3.636
S 0.170 2.788 4.426
S -1.819 1.573 0.763
C -5.581 1.685 1.109
N -5.364 0.307 1.567
N -4.460 -0.396 0.759
C -3.468 -0.979 1.514
O -2.559 -1.674 1.060
C -3.796 -0.650 2.885
C -4.867 0.155 2.862
C -5.499 0.901 3.984
C -4.699 -0.541 -0.620
C -5.984 -0.799 -1.083
C -6.211 -0.923 -2.446
C -5.159 -0.802 -3.344
C -3.878 -0.541 -2.871
C -3.642 -0.403 -1.512
H -5.932 1.667 0.080
H -4.658 2.270 1.165
H -6.358 2.128 1.729
H -3.177 -0.920 3.723
H -5.032 0.600 4.919
H -6.572 0.706 4.039
H -5.352 1.977 3.871
H -6.793 -0.900 -0.369
H -7.213 -1.126 -2.805
H -5.333 -0.910 -4.408
H -3.055 -0.430 -3.566
H -2.656 -0.175 -1.129
O 0.006 -2.998 2.181
N 0.296 -3.596 1.098
O -0.038 -4.755 0.899
O 0.922 -2.922 0.228
C 1.749 3.112 0.200
C 2.910 2.430 -0.543
C 2.534 2.293 -2.023
C 4.141 3.333 -0.411
Si 3.035 0.680 0.209
O 1.594 0.016 0.300
C 4.186 -0.414 -0.859
C 5.355 0.007 -1.503
C 6.190 -0.887 -2.167
C 5.870 -2.238 -2.206
C 4.709 -2.681 -1.583
C 3.882 -1.780 -0.922
C 3.957 0.772 1.868
C 3.302 0.367 3.034
C 3.932 0.408 4.274
C 5.244 0.847 4.374
C 5.923 1.242 3.225
C 5.283 1.204 1.994
H 1.548 4.099 -0.240
H 1.987 3.266 1.258
H 0.833 2.519 0.156
H 2.375 3.286 -2.466
H 1.606 1.724 -2.134
H 3.310 1.783 -2.603
H 3.918 4.314 -0.854
H 5.025 2.940 -0.922
H 4.402 3.500 0.636
H 5.628 1.057 -1.496
H 7.089 -0.528 -2.656
H 6.519 -2.939 -2.718
H 4.443 -3.732 -1.614
H 2.971 -2.135 -0.453
H 2.268 0.045 2.988
H 3.381 0.111 5.159
H 5.735 0.893 5.340
H 6.951 1.584 3.291
H 5.841 1.503 1.111
S -3.113 -4.358 -2.570
C -2.370 -3.634 -1.165
N -1.418 -2.809 -1.391
C -1.193 -2.686 -2.755
C -0.224 -1.855 -3.320
C -0.131 -1.794 -4.695
C -0.984 -2.554 -5.510
C -1.937 -3.390 -4.960
C -2.033 -3.451 -3.570
H -2.727 -3.876 -0.173
H 0.426 -1.280 -2.670
H 0.610 -1.151 -5.151
H -0.893 -2.487 -6.587
H -2.593 -3.976 -5.592
```

Properties
- Charge: -2
- Multiplicity: 1
- E_HOMO: -1.2 eV

Here are the Mulliken charges for atoms 1 to 6, given in e: Ca 1.24; S -0.39; C 0.08; S -0.12; C -0.14; C 0.19

# 2
Below is a 2-piece molecular cluster, C3H5PS overall in a non-equilibrium geometry, with properties calculated with the ωB97M-V functional and the def2-TZVPD basis.

Geometry as XYZ:
```
10
C3H5PS the ωB97M-V functional and the def2-TZVPD basis
C 0.390 0.385 0.545
C 1.207 -0.483 -0.338
C 1.355 0.938 -0.465
P -1.472 0.471 0.242
S 2.883 0.102 0.135
H 0.821 0.609 1.933
H 1.074 -1.364 -1.029
H 1.270 1.611 -1.211
H -1.847 -0.574 1.086
H -1.516 -0.549 -0.635
```

Properties
- Multiplicity: 1
- E_HOMO: -8.7 eV

Here are the natural (NBO) charges for atoms 1 to 6, given in e: C -0.46; C -0.33; C -0.31; P 0.32; S 0.11; H 0.22

# 3
Below is C30H38Cl2FN5OPbSSi as an isolated structure in a non-equilibrium geometry, with properties calculated with the ωB97M-V functional and the def2-TZVPD basis.

Geometry as XYZ:
```
80
C30H38Cl2FN5OPbSSi the ωB97M-V functional and the def2-TZVPD basis
Pb -0.722 -1.348 -0.499
N -1.969 2.971 1.340
C -2.466 1.532 1.378
C -2.549 1.058 2.822
C -3.022 -0.400 2.900
N -1.928 -1.306 2.507
C -4.272 -0.642 2.048
C -4.298 0.000 0.668
N -3.506 -0.681 -0.362
C -3.820 1.452 0.702
H -1.194 3.105 1.994
H -2.710 3.624 1.603
H -1.623 3.231 0.401
H -1.722 0.951 0.833
H -3.262 1.684 3.370
H -1.576 1.153 3.318
H -3.309 -0.581 3.940
H -2.209 -2.261 2.707
H -1.111 -1.133 3.084
H -5.130 -0.239 2.591
H -4.445 -1.718 1.960
H -5.352 0.005 0.379
H -3.675 -0.223 -1.255
H -3.866 -1.626 -0.485
H -4.548 2.050 1.262
H -3.779 1.849 -0.317
Cl -0.772 -1.744 -5.588
C -0.743 -3.076 -4.496
C -0.674 -4.383 -5.018
C -0.645 -5.465 -4.191
Cl -0.594 -7.058 -4.858
C -0.651 -5.282 -2.786
C -0.590 -6.329 -1.844
C -0.576 -6.056 -0.502
C -0.618 -4.720 -0.089
N -0.683 -3.718 -0.943
C -0.709 -3.963 -2.288
C -0.791 -2.825 -3.142
O -0.899 -1.600 -2.641
H -0.648 -4.519 -6.090
H -0.550 -7.351 -2.200
H -0.528 -6.846 0.235
H -0.587 -4.467 0.966
C 5.641 0.370 2.556
Si 4.587 1.401 1.422
C 5.612 2.503 0.345
C 3.407 2.379 2.476
C 3.723 0.109 0.297
C 4.564 -0.887 -0.227
C 4.080 -1.923 -0.999
C 2.714 -2.001 -1.202
N 1.878 -1.092 -0.702
C 2.377 -0.047 -0.014
S 1.132 1.189 0.378
H 6.167 1.015 3.264
H 6.401 -0.204 2.021
H 5.030 -0.331 3.130
H 6.174 3.202 0.971
H 5.010 3.089 -0.353
H 6.340 1.929 -0.235
H 3.999 2.921 3.221
H 2.717 1.724 3.015
H 2.825 3.107 1.910
H 5.629 -0.840 -0.029
H 4.741 -2.664 -1.428
H 2.268 -2.798 -1.789
F -2.395 6.391 -0.038
C -1.618 5.349 -0.341
C -0.246 5.478 -0.224
C 0.552 4.384 -0.523
C -0.011 3.179 -0.940
C 0.833 1.978 -1.240
C -1.397 3.091 -1.064
C -2.214 4.177 -0.769
H 0.180 6.428 0.071
H 1.629 4.468 -0.428
H 1.806 2.215 -1.667
H 0.312 1.286 -1.904
H -1.840 2.181 -1.460
H -3.286 4.146 -0.916
```

Properties
- Charge: +2
- Multiplicity: 1
- E_HOMO: -12.3 eV

Here are the Mulliken charges for atoms 1 to 6, given in e: Pb 1.19; N 0.09; C 2.15; C -1.61; C 0.00; N -0.46

# 4
Below is an isolated ion of composition C4H13N3 and charge -1 in a non-equilibrium geometry, with properties calculated with the ωB97M-V functional and the def2-TZVPD basis.

Geometry as XYZ:
```
20
C4H13N3 the ωB97M-V functional and the def2-TZVPD basis
N 0.036 -0.147 -1.513
C 0.347 0.045 -0.103
C -0.592 -0.713 0.816
C -2.060 -0.529 0.419
N -2.493 0.885 0.536
C 1.768 -0.211 0.336
N 2.769 0.475 -0.445
H 0.469 -1.008 -1.832
H 0.443 0.634 -2.024
H 0.206 1.124 0.051
H -0.503 -0.346 1.843
H -0.370 -1.786 0.790
H -2.281 -0.792 -0.610
H -2.710 -1.124 1.066
H -1.850 1.435 1.095
H -2.504 1.341 -0.360
H 1.791 0.069 1.408
H 2.010 -1.267 0.375
H 2.447 1.405 -0.704
H 3.620 0.631 0.090
```

Properties
- Expectation value of S²: 0.750
- Charge: -1
- Multiplicity: 2
- E_HOMO (alpha / beta): 1.2 / -5.3 eV

Here are the natural (NBO) charges for atoms 1 to 6, given in e: N -0.86; C -0.30; C -0.43; C -0.21; N -0.89; C -0.45

# 5
Below is a 2-piece molecular cluster, C4H5N2 overall in a non-equilibrium geometry, with properties calculated with the ωB97M-V functional and the def2-TZVPD basis.

Geometry as XYZ:
```
11
C4H5N2 the ωB97M-V functional and the def2-TZVPD basis
C -2.448 -0.415 0.310
C -1.047 -0.027 -0.419
C 1.964 -0.741 -0.074
C 1.180 0.197 -0.388
N -1.638 -1.245 -0.396
N -2.118 0.838 -0.357
H -2.808 -0.674 1.205
H 2.941 -0.532 -0.595
H 1.717 -1.680 0.514
H 1.089 1.158 -0.963
H -1.845 1.645 0.197
```

Properties
- Charge: +1
- Multiplicity: 1
- E_HOMO: -15.7 eV

Here are the natural (NBO) charges for atoms 1 to 6, given in e: C 0.33; C 0.39; C -0.45; C 0.05; N -0.32; N -0.53

# 6
Below is an isolated molecule of C3H6N2OS in a non-equilibrium geometry, with properties calculated with the ωB97M-V functional and the def2-TZVPD basis.

Geometry as XYZ:
```
13
C3H6N2OS the ωB97M-V functional and the def2-TZVPD basis
C -2.277 1.863 -0.717
S -0.674 1.385 -0.216
N -0.731 -0.338 -0.292
C 0.244 -1.012 -0.055
N 1.408 -0.614 0.487
C 2.253 -1.668 0.835
O 3.451 -1.545 1.145
H -2.838 2.126 0.356
H -2.851 1.200 -1.485
H -1.790 2.947 -1.327
H 0.187 -2.082 -0.005
H 1.779 0.411 0.474
H 1.839 -2.673 0.799
```

Properties
- Structure (SMILES): CS/N=C\NC=O
- Multiplicity: 1
- E_HOMO: -8.5 eV

Here are the natural (NBO) charges for atoms 1 to 6, given in e: C -0.81; S 0.35; N -0.59; C 0.25; N -0.65; C 0.52

Energy above the lowest of the compared OMol25 structures with the same formula, charge and spin (kJ/mol)
0.00, 354.35, 202.24, 0.00, 560.54, 327.41